Entry 1:
DFT (ωB97M-V/def2-TZVPD) results for a 2-piece molecular cluster, C11H24NO2P overall.

Structure (XYZ):
```
39
C11H24NO2P ωB97M-V/def2-TZVPD
C -0.89704 -0.27376 1.48424
C -2.04312 -1.20198 1.02014
P -3.18060 -0.30225 -0.13164
C -2.80059 -0.96336 -1.84084
C -1.38231 -1.50821 -1.95876
C -0.81223 -1.47504 -3.37241
C -0.64728 -0.03971 -3.92290
C 0.82899 0.35287 -4.00151
N 1.06598 1.75186 -4.38396
H -0.83225 0.61816 0.87154
H 0.05552 -0.78922 1.45631
H -1.07041 0.01569 2.51485
H -1.61960 -2.10504 0.59398
H -2.61933 -1.51842 1.88217
H -4.39639 -0.97891 0.13070
H -2.96807 -0.13242 -2.51551
H -3.53171 -1.72115 -2.10516
H -0.71770 -0.91531 -1.32975
H -1.35241 -2.53024 -1.59115
H 0.18570 -1.90777 -3.31444
H -1.38388 -2.10671 -4.04480
H -1.04737 0.01926 -4.93079
H -1.17243 0.64761 -3.26608
H 1.28866 -0.31042 -4.73069
H 1.30021 0.14103 -3.04418
H 0.69257 2.33071 -3.63527
H 0.46897 1.94632 -5.18465
O 2.22389 -0.80121 2.29446
C 2.20814 0.02314 3.16045
O 1.35386 -0.03770 4.20949
C 1.48515 1.13717 5.02872
C 2.87608 1.68098 4.72764
C 3.06089 1.27185 3.26720
H 0.69561 1.83872 4.75054
H 1.35215 0.85201 6.06924
H 2.96393 2.75031 4.90785
H 3.61414 1.17239 5.34917
H 2.66218 2.01735 2.57749
H 4.09211 1.05139 3.00831
```

Results
SMILES string ... CCPCCCCCN.O=C1CCCO1
Frontier orbital gap ... 9.10 eV

Here are the Mulliken charges for atoms 1 to 2, given in e:
1. C -1.167
2. C -0.622

Entry 2:
DFT (ωB97M-V/def2-TZVPD) results for C41H42FN6O5Rb as an isolated structure.

Structure (XYZ):
```
96
C41H42FN6O5Rb ωB97M-V/def2-TZVPD
Rb -19.06903 -8.91919 1.18452
C -21.10734 -13.68753 2.37275
O -22.16628 -12.69281 2.60942
C -21.51802 -11.46617 2.57707
N -20.20314 -11.51785 2.43296
C -19.85357 -12.90355 2.01794
C -18.54728 -13.40476 2.56523
C -18.13508 -13.04876 3.86358
C -16.98181 -13.56769 4.40787
C -16.20153 -14.44885 3.68804
C -16.56150 -14.77754 2.38167
C -17.73187 -14.26526 1.82289
C -22.40735 -10.31617 2.64956
C -23.73544 -10.53115 3.11362
C -24.60439 -9.42147 2.98583
C -24.23987 -8.28390 2.32957
C -22.85647 -8.17431 1.95465
N -21.94980 -9.14569 2.18521
C -22.37731 -6.95137 1.25359
N -21.16385 -6.59219 0.94560
C -21.17110 -5.33064 0.23662
C -22.65140 -4.88990 0.33266
O -23.34983 -6.02540 0.98244
C -20.09127 -4.39728 0.72125
C -19.91483 -3.18540 0.04878
C -18.92762 -2.30429 0.41998
C -18.13570 -2.59541 1.53109
C -18.29757 -3.79761 2.21638
C -19.26173 -4.70757 1.83082
H -21.42650 -14.31271 1.53505
H -21.00276 -14.26013 3.30380
H -19.77996 -12.89236 0.92872
H -18.74961 -12.35137 4.44517
H -16.69567 -13.31728 5.43750
H -15.22665 -14.77775 4.10123
H -15.96321 -15.40709 1.71323
H -17.97629 -14.49571 0.81886
H -23.95983 -11.47115 3.56205
H -25.62498 -9.54655 3.39305
H -24.86486 -7.41481 2.20777
H -20.89726 -5.53165 -0.81923
H -23.04742 -4.74603 -0.68664
H -22.77747 -3.99852 1.00230
H -20.55427 -2.88377 -0.79389
H -18.82167 -1.39663 -0.15950
H -17.37247 -1.89450 1.87153
H -17.61655 -4.01671 3.04669
H -19.34917 -5.69241 2.36593
C -13.37026 -12.02673 6.54130
C -13.60740 -10.52925 6.76322
C -13.54409 -10.09429 8.23747
C -14.82818 -10.44911 9.00146
C -16.04153 -9.93393 8.25599
C -17.23778 -9.65526 8.92512
C -18.31348 -9.06818 8.26243
F -19.35650 -8.69863 9.03344
C -18.28939 -8.81339 6.88358
C -17.11563 -9.14989 6.14491
C -17.09560 -8.98988 4.67058
O -18.12693 -8.58917 4.08049
C -15.78770 -9.37369 4.04505
C -14.75122 -9.84176 4.77630
N -14.89066 -10.10473 6.12783
C -15.97813 -9.67981 6.82211
C -15.62186 -9.21533 2.54783
O -14.51191 -9.03456 2.01727
O -16.70422 -9.31465 1.92771
H -12.46121 -12.41509 7.01732
H -13.25787 -12.29512 5.47113
H -14.18717 -12.60429 6.93508
H -12.78685 -10.01035 6.21668
H -13.41192 -9.02537 8.23329
H -12.68114 -10.64578 8.66957
H -14.81280 -10.02724 10.02485
H -14.88956 -11.54899 9.14189
H -17.30972 -9.96117 9.98339
H -19.08634 -8.36751 6.32542
H -13.82601 -10.09654 4.28999
N -18.50148 -9.88756 -2.08069
C -17.07061 -9.57678 -2.32334
C -16.81622 -8.41426 -3.31478
C -16.91566 -7.01888 -2.66484
C -16.00813 -6.93763 -1.41692
N -16.72328 -7.11161 -0.14633
H -18.64286 -10.86729 -1.79548
H -19.07539 -9.74540 -2.94416
H -16.54940 -10.49635 -2.57024
H -16.65184 -9.30964 -1.35455
H -17.46058 -8.49325 -4.16941
H -15.75671 -8.57777 -3.61008
H -17.93086 -6.67860 -2.43955
H -16.46751 -6.28806 -3.33564
H -15.50125 -5.94295 -1.38737
H -15.25128 -7.72492 -1.59595
H -16.61233 -6.27963 0.40768
H -16.39508 -7.87943 0.46931
```

Results
Frontier orbital gap ... 6.83 eV

Here are the Mulliken charges for atoms 1 to 2, given in e:
1. Rb 0.600
2. C -0.565

Entry 3:
DFT (ωB97M-V/def2-TZVPD) results for CHAuO2 as an isolated structure.

Structure (XYZ):
```
5
CHAuO2 ωB97M-V/def2-TZVPD
O 0.23863 0.21473 1.82176
C 0.64610 0.61427 -1.94009
O 0.13798 0.09401 -1.06854
Au -0.59443 -0.57026 0.61575
H 1.04412 0.72503 1.76324
```

Results
Total charge ... +2
Spin multiplicity ... 3
Frontier orbital gap (alpha / beta) ... 10.57 / 7.31 eV

Here are the Mulliken charges for atoms 1 to 2, given in e:
1. O -0.085
2. C 0.290

Entry 4:
DFT (ωB97M-V/def2-TZVPD) results for a 12-piece molecular cluster, C5H29O14 overall.

Structure (XYZ):
```
48
C5H29O14 ωB97M-V/def2-TZVPD
O 0.36776 0.80115 3.37842
C 1.51755 1.13139 2.83703
O 2.56768 0.61786 3.21738
C 1.44646 2.35822 1.85213
C 2.57374 2.23576 0.80998
C 2.04901 2.29746 -0.65849
C 2.43573 1.24209 -1.63054
O 2.84238 1.58272 -2.73700
H 1.42762 3.31835 2.36691
H 0.42487 2.17240 1.51874
H 3.14653 1.34587 1.01171
H 3.33680 3.01098 0.92085
H 2.22656 3.28730 -1.07267
H 0.95885 2.28234 -0.57520
H 2.41021 0.16635 -1.46850
H -0.98218 -2.57314 -2.96375
H -1.66922 -3.66649 -2.01735
O -1.80303 -3.00691 -2.69659
H 0.76654 -2.13387 2.74240
H 0.04517 -0.79780 2.76806
O 0.12879 -1.63213 2.21888
H -1.03583 0.82187 2.44418
H -2.51968 1.18989 2.48560
O -1.89897 0.68285 1.95451
H 3.23028 -1.07596 1.84100
H 2.30395 -1.66057 0.77946
O 3.23933 -1.60984 1.03626
H -1.74551 -1.86275 0.46043
H -1.41389 -3.07634 1.26992
O -1.94622 -2.80534 0.51346
H -3.60745 -1.80660 -0.62383
H -3.83867 -1.58152 0.87288
O -4.15593 -1.32073 0.00254
H -1.40027 2.06944 0.00473
H -2.01264 2.12443 -1.37405
O -1.15661 2.13007 -0.92888
H -3.73474 1.81855 -0.25713
H -3.78815 0.31889 -0.31141
O -3.72420 1.10268 -0.90213
H -2.11018 -0.84890 -2.89890
H -2.78782 0.39872 -3.05006
O -1.90247 0.04903 -3.23252
H 1.57550 -1.34656 -3.29669
H 0.22163 -0.98091 -3.72904
O 0.81685 -1.74855 -3.74477
H 0.29003 -0.61880 -0.39455
H 0.42846 -1.81420 0.57687
O 0.61727 -1.52564 -0.33046
```

Results
Total charge ... -1
Frontier orbital gap ... 8.80 eV

Here are the Mulliken charges for atoms 1 to 2, given in e:
1. O -0.971
2. C 0.535

Entry 5:
DFT (ωB97M-V/def2-TZVPD) results for a single C8H16N2O2S molecule.

Structure (XYZ):
```
29
C8H16N2O2S ωB97M-V/def2-TZVPD
C -1.24535 1.09406 2.42977
C -1.13451 -0.45316 2.37330
C -0.27132 -0.93769 1.20968
C -0.58453 0.00146 -0.10527
C 2.06984 1.31778 -2.53057
C -0.30146 0.18507 -3.16575
C 0.80320 0.20329 -0.72317
C 0.67919 0.87696 -2.08501
N -0.62005 -0.99653 3.60426
N -0.36710 -2.37418 0.93842
O 0.66547 -3.03511 0.83039
O -1.48426 -2.88570 0.90186
S -1.33355 1.50370 0.65099
H -2.11409 1.41547 2.81683
H -0.43403 1.59293 2.80202
H -2.04221 -0.86585 2.07030
H 0.65916 -0.69099 1.52874
H -1.23508 -0.62379 -0.66630
H 2.48793 0.33701 -2.90000
H 2.54327 1.78712 -1.70721
H 1.90074 2.07381 -3.22642
H 0.02437 -0.78020 -3.23883
H -0.09679 0.89887 -3.97260
H -1.25996 0.15746 -2.73878
H 1.39079 0.82440 -0.19567
H 1.30015 -0.80145 -0.91559
H 0.30890 1.93096 -1.85714
H 0.30285 -1.39243 3.49949
H -0.61154 -0.36328 4.37226
```

Results
SMILES string ... CC(C)C[C@@H]1SC[C@H](N)[C@H]1[N+](=O)[O-]
Frontier orbital gap ... 9.13 eV

Here are the Mulliken charges for atoms 1 to 2, given in e:
1. C -1.040
2. C -0.029

Entry 6:
DFT (ωB97M-V/def2-TZVPD) results for a 3-piece molecular cluster, C23H19BrF6O4P overall.

Structure (XYZ):
```
54
C23H19BrF6O4P ωB97M-V/def2-TZVPD
F -1.86302 -5.72530 -1.15245
C -1.12334 -4.72793 -0.57784
F -2.01032 -4.01309 0.20340
F -0.18108 -5.23777 0.27604
C -0.42958 -3.81107 -1.68993
F -1.29760 -3.85350 -2.77381
F 0.81241 -4.30043 -2.02684
C -0.35810 -2.35081 -1.08331
C 0.44359 -1.36719 -2.01786
C 1.09211 -0.12778 -1.27874
P -0.00088 0.71721 -0.03544
F -1.56234 0.28608 -0.10475
Br 0.03398 2.90902 -0.52041
C 0.75667 0.56028 1.61283
C 1.91835 -0.26668 1.95070
C 2.50910 -0.31976 3.29097
C 1.86199 0.50769 4.31840
C 0.69947 1.35885 4.06326
C 0.15906 1.36701 2.70491
H 0.00540 -2.40426 -0.02611
H -1.43039 -1.99951 -1.08437
H -0.15438 -1.00320 -2.89151
H 1.30087 -1.95743 -2.45803
H 2.08397 -0.33927 -0.79750
H 1.30833 0.64246 -2.07617
H 2.42085 -0.88305 1.16806
H 3.40993 -0.94125 3.47715
H 2.27625 0.49345 5.35477
H 0.21605 1.99674 4.83274
H -0.71378 2.03017 2.46904
C 4.57582 2.85382 -2.38327
C 5.17048 3.72754 -3.19355
C 5.16269 5.17920 -2.89576
O 5.70097 5.97512 -3.63223
C 4.46961 5.61883 -1.66195
C 3.87560 4.74304 -0.85310
C 3.88417 3.29450 -1.15180
O 3.34139 2.49346 -0.40935
H 4.57102 1.78978 -2.58517
H 5.68166 3.42263 -4.09805
H 4.47419 6.68234 -1.45914
H 3.36431 5.04682 0.05207
C -4.35132 -2.25768 0.66242
C -4.53083 -1.80113 1.90076
C -5.73169 -1.01282 2.26243
O -5.89390 -0.59485 3.39000
C -6.72510 -0.75372 1.19475
C -6.54523 -1.21040 -0.04388
C -5.34453 -1.99809 -0.40472
O -5.17839 -2.41660 -1.53255
H -3.48221 -2.83298 0.38068
H -3.81513 -1.98216 2.69352
H -7.59665 -0.17681 1.47712
H -7.26048 -1.02957 -0.83644
```

Results
Total charge ... +1
Frontier orbital gap ... 7.71 eV

Here are the Mulliken charges for atoms 1 to 2, given in e:
1. F -0.235
2. C 0.571